{
  "formula": "C17H32BBrN",
  "method": "ωB97M-V/def2-TZVPD",
  "total_charge": 1,
  "gap_ev": 6.7,
  "multiplicity": 1,
  "species": ["C", "C", "C", "C", "C", "C", "C", "C", "C", "C", "C", "H", "H", "H", "H", "H", "H", "H", "H", "H", "H", "H", "H", "H", "H", "H", "C", "C", "N", "C", "C", "C", "C", "B", "Br", "H", "H", "H", "H", "H", "H", "H", "H", "H", "H", "H", "H", "H", "H", "H", "H", "H"],
  "coordinates": [[-0.672820, -0.941710, 2.598819], [0.331559, -1.592329, 1.650490], [1.813335, -1.662890, 1.966375], [2.517256, -2.869062, 1.742546], [1.742841, -4.096831, 1.300155], [3.911348, -2.875124, 1.804563], [4.652717, -1.697385, 1.959347], [6.147501, -1.689195, 1.979048], [3.946205, -0.489319, 2.051800], [2.548528, -0.453113, 2.012505], [1.870640, 0.889319, 1.859083], [-1.641531, -1.468587, 2.563953], [-0.366743, -1.023826, 3.655954], [-0.827028, 0.113521, 2.336159], [-0.035643, -2.572892, 1.334995], [2.415191, -4.957522, 1.277699], [0.887767, -4.342962, 1.963245], [1.326147, -3.954377, 0.280013], [4.410519, -3.810760, 1.574580], [6.504807, -0.662226, 2.088044], [6.597428, -2.298120, 2.771673], [6.559493, -2.039378, 1.029196], [4.515068, 0.449153, 1.989322], [2.597089, 1.709884, 1.916611], [1.363702, 0.956250, 0.884787], [1.109455, 1.052108, 2.626886], [-3.162875, 3.171849, -0.184076], [-2.007907, 2.374875, -0.813816], [-2.366244, 1.741003, -2.135871], [-3.564387, 0.797235, -1.993784], [-3.208393, -0.112989, -0.819114], [-2.695086, 2.684623, -3.259699], [-2.362112, 1.815511, -4.487240], [-1.204322, 0.988108, -2.906843], [0.638392, 1.531380, -2.518479], [0.309034, -1.025866, 0.747595], [-2.808282, 3.586084, 0.775735], [-3.521905, 4.014503, -0.815136], [-4.030450, 2.537107, 0.053712], [-1.099231, 2.965595, -0.970908], [-1.693554, 1.545038, -0.154244], [-4.459240, 1.420732, -1.810404], [-3.682297, 0.235006, -2.940162], [-3.961536, -0.897521, -0.651125], [-2.221590, -0.605985, -0.952972], [-3.150203, 0.479168, 0.107574], [-3.757389, 2.941067, -3.182971], [-2.096635, 3.614487, -3.165431], [-2.203166, 2.445832, -5.366430], [-1.426118, 1.149878, -4.310607], [-3.184940, 1.124008, -4.741622], [-1.304390, -0.193376, -2.721506]],
  "atomic_forces_ev_per_a": [[-0.20, -0.26, 0.78], [-0.02, -0.63, 0.01], [0.52, 0.43, -0.79], [-0.55, 0.56, 0.33], [-0.04, -0.22, 0.15], [-0.20, 0.19, -0.40], [-0.78, 0.04, 0.38], [0.50, 0.20, -0.26], [0.07, -0.28, -0.44], [0.23, -0.36, 0.13], [-0.04, 0.03, 0.24], [0.27, 0.30, -0.20], [0.03, 0.25, -0.40], [-0.05, -0.25, 0.32], [0.11, 0.15, 0.36], [-0.16, 0.01, -0.06], [0.57, 0.14, -0.29], [0.29, -0.09, 0.51], [0.16, 0.03, 0.21], [0.03, -0.12, 0.14], [-0.26, 0.09, -0.09], [-0.06, -0.15, 0.03], [-0.30, -0.37, 0.30], [-0.17, -0.25, -0.01], [0.06, -0.03, 0.10], [0.13, 0.06, -0.06], [0.03, 0.14, -0.09], [0.14, 0.03, 0.31], [-0.33, 0.34, -1.05], [0.70, -0.37, 0.72], [-0.40, -0.52, 0.42], [0.00, 0.23, 0.50], [-1.09, 0.66, -0.09], [0.83, -0.98, 3.27], [-0.70, 0.20, -0.67], [-0.19, 0.59, -1.07], [-0.11, -0.10, -0.49], [0.36, -0.51, 0.36], [0.33, 0.18, -0.10], [-0.42, 0.11, -0.13], [-0.07, 0.63, -0.39], [0.45, -0.40, -0.08], [0.07, 0.36, 0.63], [0.23, 0.28, -0.24], [-0.67, 0.26, -0.01], [-0.27, -0.52, -0.33], [0.26, 0.11, -0.35], [-0.15, -0.72, -0.20], [0.70, -0.37, 0.10], [-0.32, 0.49, -1.18], [0.64, 0.15, 0.26], [-0.12, 0.28, -1.12]],
  "lowdin_charge": [-0.097, -0.214, -0.137, -0.213, -0.058, -0.007, -0.264, -0.056, -0.012, -0.209, -0.047, 0.071, 0.089, 0.049, 0.087, 0.075, 0.088, 0.092, 0.117, 0.073, 0.087, 0.083, 0.116, 0.081, 0.062, 0.070, -0.042, -0.203, -0.245, -0.146, -0.061, -0.119, 0.027, -0.764, 0.799, 0.084, 0.102, 0.094, 0.080, 0.095, 0.111, 0.137, 0.131, 0.105, 0.088, 0.073, 0.141, 0.159, 0.135, 0.091, 0.124, 0.079]
}

---

{
  "formula": "C17H32BeNO2P2",
  "method": "ωB97M-V/def2-TZVPD",
  "total_charge": 1,
  "de_lowest_ev": 0.703,
  "gap_ev": [6.0, 6.2],
  "multiplicity": 1,
  "species": ["Be", "P", "C", "C", "N", "C", "C", "C", "C", "C", "P", "H", "H", "H", "H", "H", "H", "H", "H", "O", "H", "H", "O", "H", "C", "H", "H", "H", "C", "H", "H", "H", "C", "H", "H", "H", "C", "H", "H", "H", "C", "C", "C", "C", "C", "C", "H", "H", "H", "H", "H", "H", "H", "H", "H"],
  "coordinates": [[0.024320, -0.442731, 0.039402], [-2.231380, -0.015431, -0.352198], [-2.095680, 0.374469, -2.112698], [-0.816780, 0.903969, -2.603298], [0.273620, 0.624269, -1.850298], [1.498820, 1.017869, -2.278898], [1.670120, 1.742269, -3.460898], [0.539420, 2.049569, -4.225098], [-0.722480, 1.622869, -3.796398], [2.674420, 0.645269, -1.379898], [2.275720, -0.859831, -0.294998], [-1.602380, 1.839569, -4.383198], [2.652920, 2.057569, -3.779698], [0.641020, 2.606169, -5.145398], [3.569920, 0.448169, -1.969398], [2.887220, 1.493269, -0.728598], [-2.243980, -1.658131, -3.977398], [-3.004080, 0.639869, -2.632998], [-0.683080, -4.101031, -2.555698], [-2.022780, -2.605231, -4.293598], [-2.694280, -2.875031, -4.987198], [-0.252580, -1.859231, 0.505902], [-0.161580, -4.546331, -1.778398], [0.587720, -3.928231, -1.537498], [2.816020, -2.261831, -1.431598], [3.851620, -2.124231, -1.742598], [2.734120, -3.219431, -0.916198], [2.188920, -2.288731, -2.323398], [3.647120, -0.792131, 0.990902], [3.632120, -1.694731, 1.601902], [4.621420, -0.712131, 0.508902], [3.505020, 0.071269, 1.641702], [-3.004280, 1.449669, 0.425202], [-3.974380, 1.661969, -0.022398], [-3.146280, 1.281669, 1.492402], [-2.368580, 2.326269, 0.303602], [-3.391180, -1.422431, -0.195798], [-3.600280, -1.622231, 0.854802], [-4.334980, -1.207631, -0.695698], [-2.967880, -2.328931, -0.627498], [0.253920, 2.625869, 4.308902], [-0.054480, 1.223569, 3.775302], [0.998720, 0.219369, 4.280702], [-1.447680, 0.768369, 4.246802], [-0.026280, 1.202769, 2.300802], [-0.076380, 0.919469, 1.133002], [0.235720, 2.622169, 5.420702], [-0.502380, 3.354669, 3.950002], [1.258520, 2.958469, 3.974102], [0.998120, 0.168169, 5.390502], [0.788120, -0.802031, 3.890902], [2.015520, 0.511669, 3.942302], [-2.235780, 1.462869, 3.888802], [-1.682480, -0.248331, 3.855102], [-1.495880, 0.722569, 5.356302]],
  "atomic_forces_ev_per_a": [[0.27, 1.39, 0.03], [0.24, -0.98, -0.12], [1.03, 1.15, 0.35], [-1.13, -0.79, 0.55], [1.00, -0.40, -0.31], [-0.65, -0.57, 0.88], [-0.77, -0.01, -0.15], [-0.16, -0.32, 0.56], [0.81, 0.25, -0.32], [-0.63, -0.49, 0.13], [1.17, 0.25, -0.70], [-0.07, -0.02, 0.02], [0.04, -0.05, 0.04], [0.00, 0.02, -0.03], [0.00, 0.02, -0.04], [-0.01, 0.00, 0.17], [0.27, -2.43, -1.06], [-0.12, -0.14, -0.37], [1.62, -1.04, 2.12], [-1.28, 1.62, -0.13], [1.09, 0.78, 1.31], [-0.31, 0.40, -0.50], [-0.26, 2.10, -1.55], [-1.49, -0.96, -0.66], [-0.31, 0.60, 0.60], [0.00, 0.06, 0.07], [-0.02, 0.05, 0.06], [-0.07, 0.08, 0.04], [-0.77, -0.01, -0.48], [-0.10, 0.01, -0.06], [-0.07, -0.02, -0.14], [-0.13, -0.03, -0.07], [-0.03, 0.00, -0.13], [-0.09, -0.16, -0.13], [0.14, -0.16, -0.01], [0.13, -0.19, -0.02], [-0.13, 0.27, -0.13], [0.10, 0.12, 0.05], [-0.09, 0.07, -0.01], [0.19, 0.14, -0.04], [0.10, 0.49, 0.26], [-0.01, 0.11, 0.17], [0.41, -0.45, 0.06], [-0.53, -0.30, 0.08], [-0.16, -0.05, 1.69], [0.68, -0.91, -1.53], [0.02, 0.02, -0.66], [0.47, -0.36, 0.21], [-0.59, -0.14, 0.20], [-0.03, 0.11, -0.63], [0.11, 0.65, 0.23], [-0.57, -0.14, 0.23], [0.43, -0.32, 0.24], [0.18, 0.65, 0.24], [0.06, 0.09, -0.65]],
  "lowdin_charge": [-0.141, 0.919, -0.125, -0.324, 0.086, -0.276, 0.011, -0.012, 0.003, -0.244, 0.957, 0.121, 0.124, 0.119, 0.093, 0.100, 0.049, 0.085, 0.070, -0.113, 0.074, 0.086, -0.124, 0.009, -0.235, 0.049, 0.044, 0.042, -0.217, 0.048, 0.049, 0.036, -0.211, 0.057, 0.045, 0.056, -0.228, 0.055, 0.053, 0.048, -0.059, -0.640, -0.055, -0.059, -0.114, -0.133, 0.095, 0.092, 0.092, 0.096, 0.093, 0.083, 0.082, 0.092, 0.096]
}